# 1
Below is a cluster of 2 separate species, C24H49ClN4O8P2S2 in total, with properties calculated with ωB97M-V with the def2-TZVPD basis set.

Values from the calculation:
- Electronic energy: -100791.562 eV
- Kohn-Sham gap: 4.0 eV

Last column: Löwdin charge in e.
Positions of all 90 atoms, in Å:
C 7.828 0.185 3.784  -0.11
C 7.053 1.430 3.155  -0.21
C 6.769 1.039 1.634  -0.19
C 5.538 0.070 1.699  -0.19
N 5.119 -0.459 0.371  -0.22
C 3.975 -1.357 0.561  -0.24
C 2.979 -1.293 -0.660  -0.20
C 1.899 -2.442 -0.522  -0.18
C 0.426 -1.944 -0.473  -0.17
N -0.159 -1.424 -1.737  -0.15
C -1.433 -1.069 -1.675  -0.31
N -2.053 -0.507 -2.866  0.04
C -3.117 -1.428 -3.339  -0.38
O -2.602 -2.378 -4.240  0.00
C -3.762 -2.146 -2.105  -0.06
C -3.644 -1.133 -0.899  -0.28
C -4.544 -1.530 0.326  -0.14
C -6.056 -1.188 0.002  -0.22
C -6.369 0.340 0.279  -0.19
P -8.202 0.579 -0.084  0.64
O -8.451 -0.145 -1.405  -0.32
O -9.014 -0.282 1.098  -0.23
C -9.706 0.542 2.066  -0.28
C -11.240 0.487 1.738  -0.08
O -8.583 2.197 -0.161  -0.26
C -9.876 2.444 -0.770  -0.27
C -9.689 3.720 -1.702  -0.06
N -2.194 -1.174 -0.490  0.14
P 0.630 -1.152 -3.317  0.73
O 1.720 -2.435 -3.595  -0.32
Cl 1.769 0.632 -3.095  0.25
C 6.195 -1.073 -0.358  -1.02
S 6.810 -2.594 -0.130  0.67
S 6.986 -0.028 -1.667  0.81
C 8.798 -0.163 -1.297  -0.50
C 9.684 0.523 -2.421  -0.29
C 10.806 1.442 -1.752  -0.11
H 8.865 0.478 4.073  0.06
H 7.941 -0.648 3.033  0.06
H 7.242 -0.255 4.628  0.07
H 6.059 1.541 3.662  0.07
H 7.650 2.367 3.184  0.11
H 6.572 1.926 0.990  0.11
H 7.687 0.513 1.273  0.07
H 5.657 -0.747 2.455  0.13
H 4.682 0.706 2.061  0.13
H 4.234 -2.410 0.837  0.09
H 3.400 -0.945 1.435  0.14
H 3.480 -1.249 -1.653  0.08
H 2.412 -0.330 -0.528  0.09
H 2.048 -3.277 -1.258  0.11
H 2.099 -2.920 0.478  0.12
H 0.314 -1.170 0.331  0.15
H -0.201 -2.818 -0.129  0.13
H -2.399 0.430 -2.667  0.14
H -3.916 -0.781 -3.793  0.17
H -2.141 -1.916 -4.955  0.10
H -3.208 -3.091 -1.850  0.14
H -4.815 -2.460 -2.312  0.13
H -3.930 -0.104 -1.232  0.14
H -4.235 -0.888 1.195  0.12
H -4.378 -2.590 0.635  0.12
H -6.672 -1.863 0.650  0.12
H -6.228 -1.463 -1.064  0.10
H -5.726 0.920 -0.424  0.09
H -6.187 0.570 1.354  0.10
H -9.290 1.567 2.197  0.11
H -9.580 0.029 3.059  0.12
H -11.842 1.258 2.274  0.08
H -11.462 0.475 0.640  0.08
H -11.609 -0.507 2.115  0.08
H -10.266 1.603 -1.384  0.11
H -10.577 2.692 0.071  0.11
H -10.133 3.501 -2.700  0.08
H -10.074 4.652 -1.230  0.07
H -8.586 3.881 -1.841  0.08
H -2.061 -2.122 -0.122  0.13
H 2.586 -1.994 -3.687  0.04
H 9.112 -1.237 -1.248  0.06
H 9.078 0.308 -0.328  0.06
H 9.094 1.110 -3.162  0.09
H 10.240 -0.264 -2.985  0.10
H 11.014 2.287 -2.459  0.07
H 10.504 1.835 -0.757  0.07
H 11.762 0.858 -1.712  0.07
C 4.381 2.978 5.085  -0.84
O 5.571 3.181 5.462  -0.09
O 3.465 3.726 5.799  0.01
O 3.935 2.224 4.193  -0.08
H 4.144 4.150 6.356  0.08

***

# 2
Below is a structure of composition C24H50BrClHfP2Si2, with properties calculated with ωB97M-V with the def2-TZVPD basis set.

Values from the calculation:
- Electronic energy: -143908.680 eV
- Kohn-Sham gap: 5.8 eV

Last column: Löwdin charge in e.
Positions of all 81 atoms, in Å:
Hf 0.145 0.010 -0.127  1.05
C -1.242 -0.029 2.108  -0.25
C -1.584 1.137 1.413  -0.35
C -2.192 0.692 0.172  -0.20
Si -1.238 2.830 2.132  0.47
C -2.185 -0.707 0.156  -0.20
C -1.560 -1.180 1.384  -0.36
Si -1.240 -2.891 2.075  0.47
H -0.805 -0.039 3.112  0.10
H -2.706 1.308 -0.572  0.13
H -2.706 -1.319 -0.585  0.13
Cl -2.617 0.112 -4.333  -0.69
C -0.958 -2.741 3.905  -0.17
C -2.686 -4.001 1.762  -0.16
C -0.950 2.639 3.957  -0.17
C -2.678 3.954 1.853  -0.16
H -3.595 -3.539 2.162  0.05
H -2.530 -4.945 2.302  0.04
H -2.864 -4.237 0.711  0.02
H -0.100 -2.100 4.136  0.04
H -0.778 -3.748 4.303  0.04
H -1.850 -2.324 4.391  0.05
H -3.591 3.471 2.216  0.05
H -2.838 4.246 0.814  0.02
H -2.527 4.867 2.446  0.04
H -1.845 2.212 4.429  0.05
H -0.771 3.637 4.375  0.04
H -0.094 1.990 4.174  0.04
C 0.342 -3.462 1.268  -0.41
C 0.335 3.391 1.299  -0.42
P 0.494 -2.739 -0.431  0.96
H 0.371 -4.573 1.316  0.05
H 1.192 -3.118 1.889  0.05
P 0.481 2.708 -0.411  0.95
H 1.188 3.034 1.906  0.04
H 0.363 4.502 1.367  0.05
C 2.150 3.322 -1.035  -0.52
C -0.819 3.765 -1.301  -0.53
C -0.822 -3.717 -1.382  -0.53
C 2.152 -3.315 -1.107  -0.53
C 3.265 -2.263 -1.045  -0.15
H 1.939 -3.557 -2.157  0.11
C 2.651 -4.563 -0.396  -0.13
H 2.920 -4.333 0.642  0.08
H 3.566 -4.938 -0.876  0.09
H 1.933 -5.388 -0.388  0.06
H 3.046 -1.365 -1.623  0.04
H 4.203 -2.665 -1.460  0.09
H 3.461 -1.963 -0.006  0.03
H -1.754 -3.505 -0.838  0.07
C -0.569 -5.216 -1.347  -0.12
C -1.031 -3.195 -2.803  -0.12
H -0.510 -5.620 -0.332  0.06
H 0.333 -5.511 -1.894  0.08
H -1.397 -5.737 -1.847  0.09
H -1.525 -2.208 -2.787  0.02
H -1.747 -3.826 -3.353  0.09
H -0.099 -3.187 -3.388  0.08
H -1.754 3.536 -0.768  0.07
C -1.036 3.318 -2.741  -0.12
C -0.563 5.265 -1.194  -0.12
H -0.504 5.631 -0.165  0.06
H -1.389 5.813 -1.669  0.09
H 0.339 5.584 -1.727  0.08
H -1.573 2.357 -2.793  0.01
H -0.110 3.312 -3.331  0.08
H -1.706 4.024 -3.260  0.09
C 3.269 2.277 -0.970  -0.15
C 2.640 4.560 -0.296  -0.13
H 1.955 3.592 -2.082  0.11
H 2.910 4.313 0.737  0.08
H 1.926 5.387 -0.272  0.06
H 3.555 4.943 -0.770  0.09
H 3.453 1.972 0.069  0.02
H 4.206 2.690 -1.380  0.09
H 3.078 1.375 -1.548  0.04
C 0.786 0.070 -2.154  -0.34
H 0.105 -0.151 -3.053  0.01
H 1.422 0.980 -2.430  0.00
H 1.357 -0.920 -2.109  -0.05
Br 2.104 0.006 1.557  0.19

***

# 3
Below is a structure of composition C24H50ClIP2Si2V, with properties calculated with ωB97M-V with the def2-TZVPD basis set.

Values from the calculation:
- Electronic energy: -106344.742 eV
- Relative energy (zero: lowest compared OMol25 entry of this formula, charge and spin): 50.4 kJ/mol
- Spin multiplicity: 2
- Kohn-Sham gap (alpha / beta): 7.2 / 6.7 eV

Last column: Löwdin spin population.
Positions of all 81 atoms, in Å:
V 0.317 -0.021 -0.244  0.96
C 2.082 -0.137 -1.569  0.00
C 1.286 -1.300 -1.619  -0.01
C -0.038 -0.897 -2.092  -0.01
Si 1.970 -2.975 -1.213  0.00
C -0.039 0.519 -2.215  -0.01
C 1.284 1.001 -1.817  -0.01
Si 1.967 2.722 -1.714  0.00
H 3.174 -0.133 -1.533  0.00
H -0.908 -1.557 -2.286  0.00
H -0.906 1.136 -2.525  0.00
Cl -3.539 0.134 1.500  0.00
C 3.824 2.611 -1.620  0.00
C 1.441 3.729 -3.154  0.00
C 3.827 -2.844 -1.130  0.00
C 1.456 -4.217 -2.459  0.00
H 2.090 3.469 -3.991  0.00
H 1.579 4.787 -2.930  0.00
H 0.411 3.580 -3.463  0.00
H 4.183 2.088 -0.722  0.00
H 4.207 3.638 -1.599  0.00
H 4.208 2.104 -2.514  0.00
H 2.086 -4.079 -3.338  0.00
H 0.418 -4.149 -2.770  0.00
H 1.630 -5.219 -2.065  0.00
H 4.215 -2.499 -2.098  0.00
H 4.210 -3.851 -0.927  0.00
H 4.177 -2.169 -0.335  0.00
C 1.344 3.447 -0.077  0.00
C 1.341 -3.404 0.523  0.00
P -0.269 2.718 0.272  0.00
H 1.296 4.536 -0.195  0.00
H 2.059 3.184 0.715  0.00
P -0.270 -2.624 0.740  0.00
H 2.057 -3.016 1.262  0.00
H 1.286 -4.497 0.590  0.00
C -0.853 -3.024 2.466  0.00
C -1.391 -3.604 -0.341  0.00
C -1.390 3.496 -0.965  0.00
C -0.849 3.407 1.905  0.00
C -0.705 2.413 3.047  0.00
H -1.922 3.598 1.735  0.00
C -0.128 4.714 2.222  0.00
H 0.947 4.536 2.345  0.00
H -0.523 5.112 3.163  0.00
H -0.254 5.482 1.451  0.00
H -1.345 1.532 2.921  0.00
H -1.017 2.906 3.976  0.00
H 0.338 2.084 3.163  0.00
H -0.976 3.208 -1.946  0.00
C -1.381 5.032 -0.881  0.00
C -2.837 2.975 -0.897  0.00
H -0.373 5.462 -0.957  0.00
H -1.824 5.367 0.071  0.00
H -1.976 5.448 -1.713  0.00
H -2.929 1.927 -1.203  0.00
H -3.471 3.569 -1.572  0.00
H -3.247 3.057 0.117  0.00
H -0.978 -3.490 -1.358  0.00
C -2.839 -3.083 -0.364  0.00
C -1.384 -5.104 0.003  0.00
H -0.378 -5.544 -0.001  0.00
H -1.983 -5.655 -0.744  0.00
H -1.824 -5.270 1.000  0.00
H -2.934 -2.098 -0.835  0.00
H -3.252 -3.002 0.650  0.00
H -3.470 -3.780 -0.937  0.00
C -0.715 -1.845 3.418  0.00
C -0.131 -4.254 3.008  0.00
H -1.925 -3.245 2.330  0.00
H 0.944 -4.057 3.099  0.00
H -0.255 -5.145 2.382  0.00
H -0.527 -4.483 4.003  0.00
H 0.327 -1.497 3.475  0.00
H -1.027 -2.167 4.418  0.00
H -1.358 -1.003 3.137  0.00
C -2.012 0.043 0.480  0.02
H -2.501 -0.038 -0.500  0.01
H -1.582 -0.947 1.009  0.00
H -1.581 1.104 0.839  0.00
I 2.092 0.153 1.715  0.03

***

# 4
Below is a structure of composition C24H50GeN5PdSi3, with properties calculated with ωB97M-V with the def2-TZVPD basis set.

Values from the calculation:
- Electronic energy: -116739.859 eV
- Charge: +4
- Spin multiplicity: 6
- Kohn-Sham gap (alpha / beta): 7.7 / 6.8 eV

Last column: Löwdin spin population.
Positions of all 84 atoms, in Å:
Pd 1.625 -0.398 -0.452  1.43
C 2.190 3.913 -1.645  0.00
C 1.951 2.600 -0.976  0.01
N 1.459 1.552 -1.520  0.14
C 1.292 1.347 -2.954  0.01
C 2.452 0.450 -3.386  0.01
N 2.612 -0.702 -2.449  0.18
C 2.216 -2.016 -3.011  0.01
C 2.228 -3.038 -1.896  0.01
N 1.233 -2.627 -0.880  0.13
C 1.291 -3.378 0.397  0.01
C 2.416 -2.889 1.302  0.01
N 2.400 -1.432 1.326  0.11
C 3.036 -0.736 2.195  0.02
C 3.818 -1.332 3.318  0.01
C 2.982 0.752 1.992  0.01
C 3.473 1.702 2.877  0.00
C 3.408 3.043 2.518  0.00
C 2.888 3.411 1.283  0.00
C 2.415 2.412 0.443  0.01
N 2.457 1.136 0.824  0.11
H 1.595 4.041 -2.545  0.00
H 3.247 4.005 -1.916  0.00
H 1.966 4.738 -0.970  0.00
H 1.297 2.266 -3.541  0.00
H 0.339 0.838 -3.117  0.01
H 3.375 1.028 -3.376  0.00
H 2.303 0.089 -4.404  0.00
H 3.599 -0.765 -2.214  0.00
H 2.887 -2.304 -3.823  0.00
H 1.211 -1.917 -3.429  0.00
H 3.213 -3.073 -1.425  0.00
H 2.015 -4.040 -2.276  0.00
H 0.312 -2.767 -1.283  0.01
H 1.395 -4.451 0.220  0.00
H 0.337 -3.213 0.904  0.00
H 3.392 -3.226 0.940  0.00
H 2.287 -3.317 2.299  0.00
H 4.440 -2.151 2.954  0.00
H 3.143 -1.749 4.071  0.00
H 4.466 -0.613 3.809  0.00
H 3.909 1.418 3.825  0.00
H 3.790 3.799 3.192  0.00
H 2.876 4.451 0.988  0.00
C -4.403 2.291 -0.342  0.04
Si -2.635 2.468 -0.792  0.23
C -1.629 3.565 0.292  0.05
C -2.242 2.462 -2.589  0.06
Ge -1.327 -0.114 -0.087  1.38
Si -3.259 -2.018 -1.132  0.25
C -2.471 -2.256 -2.781  0.06
C -4.881 -1.163 -1.139  0.04
C -3.031 -3.352 0.116  0.06
Si -1.851 -0.250 2.676  0.27
C -0.821 1.200 3.169  0.06
C -3.670 -0.136 2.902  0.05
C -1.082 -1.883 3.053  0.06
H -4.765 3.332 -0.321  0.01
H -4.598 1.889 0.649  0.00
H -5.000 1.764 -1.084  0.00
H -1.704 4.563 -0.164  0.01
H -0.570 3.311 0.334  0.00
H -2.033 3.648 1.300  0.00
H -2.885 3.245 -3.018  0.01
H -2.510 1.539 -3.102  0.00
H -1.212 2.729 -2.814  0.00
H -2.416 -1.344 -3.374  0.00
H -3.150 -2.935 -3.318  0.01
H -1.498 -2.748 -2.764  0.00
H -4.959 -0.396 -1.910  0.00
H -5.191 -0.767 -0.173  0.00
H -5.606 -1.947 -1.404  0.01
H -2.011 -3.723 0.214  0.00
H -3.633 -4.192 -0.262  0.01
H -3.437 -3.099 1.095  0.00
H -1.277 2.167 2.960  0.00
H 0.187 1.167 2.754  0.00
H -0.724 1.123 4.262  0.01
H -4.098 0.814 2.591  0.00
H -3.824 -0.204 3.989  0.01
H -4.226 -0.962 2.458  0.00
H -0.003 -1.879 2.897  0.00
H -1.535 -2.734 2.545  0.00
H -1.258 -2.034 4.127  0.01